Record 1
{
  "formula": "C20H23N3STe2Zr",
  "method": "wB97M-V/def2-TZVPD",
  "elements": ["Zr", "Te", "C", "C", "C", "C", "C", "C", "H", "H", "H", "H", "H", "C", "N", "C", "C", "C", "C", "C", "C", "C", "C", "H", "H", "H", "H", "H", "H", "H", "H", "H", "H", "H", "H", "H", "Te", "C", "C", "C", "C", "N", "C", "S", "N", "H", "H", "H", "H", "H"],
  "positions_angstrom": [[0.20321, -1.02896, -1.26739], [2.26303, -1.84761, 0.60377], [3.00534, -0.26576, -0.59121], [3.39813, 0.96054, -0.04111], [3.71605, 2.02373, -0.86205], [3.63567, 1.89624, -2.24887], [3.28141, 0.68367, -2.80332], [2.98831, -0.40413, -1.97920], [3.45115, 1.07216, 1.03578], [4.01557, 2.96809, -0.42430], [3.85817, 2.74325, -2.88443], [3.22163, 0.56076, -3.87708], [2.77263, -1.36568, -2.43114], [-0.60222, 0.34450, 3.05361], [-0.82702, 1.12692, 1.81897], [-1.87856, 2.15271, 1.98948], [0.45996, 1.69132, 1.27766], [0.28269, 2.21223, -0.12066], [0.28521, 3.59453, -0.29660], [0.10898, 4.14406, -1.55588], [-0.07610, 3.29491, -2.63469], [-0.07081, 1.91710, -2.44979], [0.11799, 1.31394, -1.19250], [-1.53920, -0.11781, 3.35736], [-0.24201, 1.01037, 3.83627], [0.14026, -0.42384, 2.84298], [-1.19347, 0.45789, 1.09838], [-1.57059, 2.85064, 2.76661], [-2.80464, 1.65622, 2.26985], [-2.01160, 2.67490, 1.04582], [1.17094, 0.86603, 1.31510], [0.77766, 2.47137, 1.97274], [0.43386, 4.24734, 0.55881], [0.11774, 5.21832, -1.69041], [-0.21811, 3.70436, -3.62760], [-0.20572, 1.28814, -3.32199], [0.00617, -1.93540, -3.68058], [-3.82442, -5.10528, 1.68177], [-2.76047, -4.33568, 0.96545], [-1.57754, -4.93496, 0.53816], [-0.65223, -4.13407, -0.09596], [-0.89804, -2.84314, -0.30023], [-2.08070, -2.34825, 0.10795], [-2.26452, -0.67047, -0.33816], [-3.00838, -3.04034, 0.74853], [-3.51416, -6.12756, 1.88753], [-4.73149, -5.12149, 1.07672], [-4.07157, -4.60486, 2.61781], [-1.38894, -5.98562, 0.70040], [0.30075, -4.50530, -0.45236]],
  "atomic_forces_ev_per_a": [[0.0, 0.2, 0.0], [0.0, 0.0, 0.0], [0.0, 0.0, 0.0], [0.0, 0.0, 0.0], [0.0, 0.0, 0.0], [0.0, 0.0, 0.0], [0.0, 0.0, 0.0], [0.0, 0.0, 0.0], [0.0, 0.0, 0.0], [0.0, 0.0, 0.0], [0.0, 0.0, 0.0], [0.0, 0.0, 0.0], [0.0, 0.0, 0.0], [0.0, 0.0, 0.0], [0.0, 0.0, 0.0], [0.0, 0.0, 0.0], [0.0, 0.0, 0.0], [0.0, 0.0, 0.0], [0.0, 0.0, 0.0], [0.0, 0.0, 0.0], [0.0, 0.0, 0.0], [0.0, 0.0, 0.0], [0.0, 0.0, -0.1], [0.0, 0.0, 0.0], [0.0, 0.0, 0.0], [0.0, 0.0, 0.0], [0.0, 0.0, 0.0], [0.0, 0.0, 0.0], [0.0, 0.0, 0.0], [0.0, 0.0, 0.0], [0.0, 0.0, 0.0], [0.0, 0.0, 0.0], [0.0, 0.0, 0.0], [0.0, 0.0, 0.0], [0.0, 0.0, 0.0], [0.0, 0.0, 0.0], [0.0, 0.0, -0.1], [0.0, 0.0, 0.0], [0.0, 0.0, 0.0], [0.0, 0.0, 0.0], [0.0, 0.0, 0.0], [0.0, 0.0, 0.0], [0.0, 0.1, 0.0], [0.1, -0.1, 0.0], [0.0, -0.1, 0.0], [0.0, 0.0, 0.0], [0.0, 0.0, 0.0], [0.0, 0.0, 0.0], [0.0, 0.0, 0.0], [0.0, 0.0, 0.0]],
  "nbo_charge": [0.86, -0.06, -0.23, -0.26, -0.19, -0.23, -0.11, -0.33, 0.21, 0.21, 0.22, 0.22, 0.26, -0.42, -0.45, -0.42, -0.25, -0.10, -0.22, -0.22, -0.22, -0.14, -0.49, 0.22, 0.21, 0.25, 0.48, 0.21, 0.23, 0.25, 0.25, 0.21, 0.20, 0.21, 0.21, 0.22, -0.45, -0.65, 0.29, -0.32, 0.13, -0.58, 0.31, -0.19, -0.48, 0.22, 0.24, 0.24, 0.23, 0.23],
  "spin_multiplicity": 1,
  "homo_ev": -6.79,
  "e_above_lowest_kcal_mol": 0.0,
  "charge": 0,
  "lumo_ha": -0.0023,
  "orbital_gap_ev": 6.72,
  "max_force_ev_per_a": 0.2
}

Record 2
{
  "formula": "C20H23N5O4",
  "method": "wB97M-V/def2-TZVPD",
  "elements": ["O", "C", "C", "N", "C", "C", "C", "N", "C", "O", "N", "C", "C", "C", "C", "C", "C", "C", "C", "N", "C", "C", "C", "C", "N", "O", "O", "C", "C", "H", "H", "H", "H", "H", "H", "H", "H", "H", "H", "H", "H", "H", "H", "H", "H", "H", "H", "H", "H", "H", "H", "H"],
  "positions_angstrom": [[-4.45298, -2.80977, 0.27832], [-3.33755, -2.46190, -0.02968], [-2.17740, -3.45375, -0.19290], [-0.91052, -2.77594, -0.06058], [-0.54249, -2.43909, 1.30357], [0.35691, -1.19355, 1.25825], [0.97778, -1.07900, -0.14287], [2.02357, -0.08482, -0.19873], [1.66573, 1.20965, -0.44484], [0.53246, 1.53590, -0.74589], [2.65540, 2.15458, -0.33920], [4.03097, 2.01945, -0.14063], [4.70190, 3.01863, 0.56388], [6.06432, 2.93321, 0.77340], [6.78043, 1.85359, 0.28258], [6.12418, 0.87263, -0.44016], [4.76050, 0.95196, -0.66051], [1.44980, -2.46196, -0.58539], [0.20938, -3.35430, -0.77812], [-2.93865, -1.18682, -0.29413], [-3.63913, 0.00376, -0.21770], [-5.01155, 0.04916, 0.04373], [-5.65759, 1.26368, 0.11016], [-4.94057, 2.44105, -0.08341], [-5.61437, 3.70216, -0.01080], [-6.81029, 3.69672, 0.20716], [-4.95339, 4.71012, -0.16956], [-3.57265, 2.40480, -0.34442], [-2.92430, 1.19328, -0.41167], [-2.25736, -3.87273, -1.20049], [-2.32444, -4.27912, 0.51991], [-0.01957, -3.27847, 1.78906], [-1.44700, -2.23674, 1.87894], [-0.21613, -0.28986, 1.46891], [1.15056, -1.27082, 2.00399], [0.22008, -0.72579, -0.84930], [2.86235, -0.25675, 0.33414], [2.30018, 3.10082, -0.36484], [4.14459, 3.86224, 0.94469], [6.56936, 3.71290, 1.32349], [7.84405, 1.78523, 0.45062], [6.67836, 0.04080, -0.84905], [4.26931, 0.20654, -1.26655], [2.01228, -2.39234, -1.51583], [2.10952, -2.87821, 0.17803], [0.42996, -4.38225, -0.44456], [-0.06370, -3.39362, -1.83597], [-1.94423, -1.11296, -0.50051], [-5.55215, -0.87027, 0.19478], [-6.71633, 1.32024, 0.31091], [-3.03744, 3.33011, -0.49023], [-1.86219, 1.16764, -0.61000]],
  "atomic_forces_ev_per_a": [[-0.3, -0.1, 0.1], [0.3, -0.1, 0.0], [0.0, 0.0, 0.0], [-0.1, -0.3, 0.0], [0.1, 0.1, 0.2], [-0.1, 0.0, -0.2], [-0.1, -0.1, 0.0], [0.1, -0.1, 0.0], [0.2, -0.1, 0.1], [-0.4, 0.2, -0.1], [-0.2, 0.6, -0.1], [0.4, -0.1, 0.1], [-0.1, -0.1, 0.0], [0.0, 0.0, -0.1], [0.1, 0.0, 0.0], [0.1, 0.0, 0.1], [-0.1, 0.0, -0.1], [-0.1, 0.2, -0.1], [0.1, -0.1, -0.1], [0.5, 0.1, -0.2], [-0.5, 0.4, 0.1], [0.1, -0.2, 0.0], [0.1, 0.5, 0.0], [0.6, -1.2, -0.1], [-0.3, 0.6, 0.0], [-0.2, 0.0, 0.0], [0.1, 0.2, 0.0], [-0.3, 0.2, 0.0], [-0.2, -0.2, 0.0], [0.0, 0.0, 0.0], [-0.1, 0.1, -0.1], [-0.1, 0.0, 0.0], [0.0, -0.1, 0.0], [0.0, 0.0, 0.0], [0.0, 0.0, 0.0], [0.2, -0.1, 0.2], [0.0, 0.1, 0.0], [-0.1, -0.2, 0.0], [-0.1, 0.1, 0.1], [0.0, 0.1, 0.0], [0.1, 0.0, 0.0], [0.0, -0.1, 0.0], [0.0, 0.0, 0.0], [0.1, 0.0, 0.0], [0.1, 0.0, 0.0], [-0.1, 0.0, 0.0], [0.0, -0.1, 0.0], [-0.2, -0.1, 0.0], [0.0, 0.0, 0.0], [0.0, 0.0, 0.0], [0.0, 0.0, 0.0], [0.2, 0.0, 0.0]],
  "nbo_charge": [-0.60, 0.68, -0.30, -0.47, -0.23, -0.41, -0.05, -0.64, 0.80, -0.67, -0.63, 0.14, -0.24, -0.18, -0.23, -0.20, -0.23, -0.41, -0.20, -0.62, 0.18, -0.25, -0.16, -0.03, 0.53, -0.39, -0.39, -0.16, -0.22, 0.23, 0.21, 0.17, 0.22, 0.22, 0.20, 0.23, 0.40, 0.41, 0.21, 0.22, 0.22, 0.22, 0.22, 0.22, 0.20, 0.17, 0.20, 0.43, 0.26, 0.25, 0.25, 0.24],
  "spin_multiplicity": 1,
  "homo_ev": -8.83,
  "e_above_lowest_kcal_mol": 82.6,
  "charge": 0,
  "lumo_ha": -0.0047,
  "orbital_gap_ev": 8.70,
  "max_force_ev_per_a": 1.4
}

Record 3
{
  "formula": "C20H23N5O5S",
  "method": "wB97M-V/def2-TZVPD",
  "elements": ["C", "N", "C", "C", "C", "N", "N", "C", "O", "C", "N", "C", "C", "C", "C", "C", "N", "O", "O", "C", "S", "O", "O", "C", "C", "C", "C", "C", "C", "C", "C", "H", "H", "H", "H", "H", "H", "H", "H", "H", "H", "H", "H", "H", "H", "H", "H", "H", "H", "H", "H", "H", "H", "H"],
  "positions_angstrom": [[-5.37327, -0.99801, -0.21194], [-4.25457, -0.10803, -0.42106], [-3.87438, 0.66629, 0.73029], [-3.14377, -0.17064, 1.81622], [-1.97525, -0.84647, 1.17338], [-0.74033, -0.76936, 1.47110], [-0.27198, -0.04196, 2.51682], [1.05573, 0.07910, 2.78431], [1.44829, 0.81501, 3.65975], [1.95845, -0.78446, 1.90907], [2.97644, 0.02074, 1.26418], [2.60875, 1.22235, 0.65889], [3.56699, 2.23364, 0.55284], [3.25941, 3.43500, -0.06116], [1.99127, 3.66375, -0.56548], [1.04104, 2.65617, -0.45214], [-0.28139, 2.86927, -0.96965], [-1.12253, 2.01929, -0.74110], [-0.49178, 3.87897, -1.60515], [1.33568, 1.43522, 0.14053], [4.05397, -0.91350, 0.34500], [5.10218, -0.06256, -0.12257], [4.38148, -2.06922, 1.11811], [2.96804, -1.35112, -1.00858], [2.76530, -0.42438, -2.01385], [1.78428, -0.66301, -2.96226], [1.01605, -1.81497, -2.88701], [1.23778, -2.74273, -1.88135], [2.21745, -2.50856, -0.92917], [-2.32396, -1.63760, -0.04348], [-3.09831, -0.71919, -1.02351], [-5.64461, -1.44906, -1.16556], [-5.18178, -1.80643, 0.50918], [-6.22176, -0.41585, 0.14542], [-4.76421, 1.12811, 1.16279], [-3.19908, 1.45413, 0.38744], [-2.85838, 0.48213, 2.64206], [-3.83250, -0.92600, 2.20310], [-0.89976, 0.51314, 3.09742], [1.34002, -1.33969, 1.19446], [2.49849, -1.48858, 2.54698], [4.55099, 2.05082, 0.95049], [4.01107, 4.20513, -0.13398], [1.72281, 4.59800, -1.03317], [0.57275, 0.67259, 0.17067], [3.38488, 0.45799, -2.04509], [1.61461, 0.05067, -3.75377], [0.24360, -1.99199, -3.62014], [0.64641, -3.64459, -1.83471], [2.42272, -3.21156, -0.13728], [-1.41850, -2.01838, -0.51441], [-2.96333, -2.47985, 0.23102], [-3.41027, -1.29344, -1.89785], [-2.43126, 0.08365, -1.34608]],
  "atomic_forces_ev_per_a": [[0.1, 0.0, 0.0], [-0.3, 0.2, -0.2], [0.1, 0.1, 0.2], [0.0, 0.3, 0.0], [0.2, 0.0, 0.2], [0.1, -0.4, -0.5], [-1.1, 0.3, 0.5], [0.3, -0.1, -0.1], [0.2, 0.0, 0.0], [-0.2, -0.4, 0.2], [1.0, -0.8, -0.1], [-0.2, 1.2, -0.5], [-0.2, 0.0, 0.0], [0.0, -0.1, 0.0], [-0.4, -0.1, -0.1], [1.3, -0.1, 0.5], [-0.6, 0.1, -0.3], [-0.2, -0.2, 0.0], [0.0, 0.2, -0.1], [0.0, 0.0, 0.0], [-0.3, 0.0, -0.1], [-0.2, 0.1, -0.2], [-0.3, -0.1, 0.0], [0.5, 0.1, 0.5], [0.1, 0.1, -0.2], [0.0, 0.0, 0.0], [0.0, 0.0, 0.0], [0.0, 0.0, 0.0], [0.0, -0.2, 0.0], [-0.2, 0.1, -0.4], [0.3, -0.3, 0.0], [-0.1, -0.1, 0.0], [-0.1, 0.0, 0.0], [-0.1, 0.0, 0.0], [0.1, 0.0, 0.0], [-0.1, 0.0, 0.1], [-0.1, 0.0, 0.0], [0.1, 0.0, 0.1], [0.3, -0.1, -0.1], [0.2, 0.1, 0.2], [-0.3, 0.0, 0.1], [0.1, 0.0, 0.1], [0.1, 0.1, 0.0], [0.0, 0.0, 0.0], [0.0, -0.1, 0.0], [0.0, 0.1, -0.1], [0.0, 0.1, -0.1], [-0.1, 0.0, -0.1], [0.0, -0.1, 0.0], [0.0, -0.1, 0.1], [0.0, 0.0, 0.0], [0.0, -0.1, 0.0], [0.0, 0.0, 0.0], [0.0, -0.1, -0.1]],
  "nbo_charge": [-0.41, -0.44, -0.21, -0.50, 0.28, -0.29, -0.46, 0.68, -0.58, -0.36, -0.65, 0.13, -0.15, -0.21, -0.20, 0.07, 0.52, -0.41, -0.37, -0.25, 2.32, -0.92, -0.92, -0.27, -0.22, -0.20, -0.19, -0.22, -0.21, -0.46, -0.22, 0.20, 0.16, 0.20, 0.20, 0.22, 0.21, 0.23, 0.39, 0.24, 0.26, 0.25, 0.23, 0.25, 0.27, 0.24, 0.22, 0.22, 0.22, 0.24, 0.23, 0.21, 0.20, 0.22],
  "spin_multiplicity": 1,
  "homo_ev": -8.45,
  "e_above_lowest_kcal_mol": 155.8,
  "charge": 0,
  "lumo_ha": -0.0264,
  "orbital_gap_ev": 7.73,
  "max_force_ev_per_a": 1.4
}

Record 4
{
  "formula": "C20H23NO2S2",
  "method": "wB97M-V/def2-TZVPD",
  "elements": ["C", "H", "H", "H", "C", "C", "C", "C", "C", "C", "C", "H", "H", "N", "C", "O", "C", "O", "C", "C", "C", "C", "C", "C", "H", "H", "C", "H", "S", "C", "C", "H", "H", "S", "H", "H", "H", "H", "H", "H", "H", "H", "H", "C", "H", "H", "H", "H"],
  "positions_angstrom": [[6.65164, 2.61123, 2.49681], [6.98262, 1.58400, 2.26747], [6.42793, 2.89076, 1.36144], [7.47344, 3.25385, 2.85130], [5.48726, 2.82291, 3.14487], [4.36041, 1.97376, 2.70727], [4.44071, 0.65593, 2.56887], [3.54304, -0.21079, 1.69250], [2.38465, 0.43949, 1.35854], [2.11969, 1.84944, 1.62658], [3.26402, 2.33157, 2.32971], [3.22221, 3.50370, 2.42051], [1.24867, 2.49989, 1.24457], [1.19939, -0.29885, 0.82436], [1.16442, -1.48647, 0.34851], [1.90519, -2.33722, 0.77048], [-0.33826, -1.68855, -0.19845], [-1.06267, -0.62307, -0.27113], [-2.30954, -0.92567, -1.02585], [-2.85407, -2.02489, -1.27296], [-4.01159, -1.95999, -2.01554], [-4.78373, -0.87474, -1.86723], [-4.26108, 0.26902, -1.53937], [-3.02988, 0.34757, -0.85244], [-2.41012, 1.14160, -0.86670], [-4.87647, 1.26185, -1.73956], [-6.21754, -0.56933, -2.74631], [-6.82729, -0.25550, -2.20170], [-6.02200, -0.00084, -4.27585], [-5.58890, -1.63246, -5.03573], [-6.50811, -2.78847, -4.67743], [-7.37688, -2.55773, -5.32350], [-6.19278, -3.74379, -4.70005], [-7.00891, -2.23314, -2.91113], [-4.51300, -1.81765, -4.66924], [-5.48354, -1.78106, -6.12954], [-4.45552, -2.91961, -2.45837], [-2.42371, -2.94245, -1.08938], [-0.73259, -2.62803, 0.44151], [0.04916, -2.39335, -1.03417], [0.25786, 0.42943, 0.65842], [3.58045, -1.29780, 1.88188], [5.43482, 0.05538, 2.74378], [5.75097, 2.25700, 4.74236], [6.24685, 1.04966, 4.65558], [4.70910, 2.15620, 5.21887], [6.39755, 2.80015, 5.18675], [4.98617, 3.80708, 3.35868]],
  "atomic_forces_ev_per_a": [[5.0, 1.0, -7.1], [-0.2, 0.2, 1.1], [0.9, 0.1, 1.7], [-0.1, -0.5, -0.2], [-5.6, -1.0, 8.2], [8.8, -4.1, 2.6], [2.8, -8.0, -3.4], [1.5, 2.2, 4.6], [-4.6, 0.5, -1.0], [2.6, -2.3, 0.4], [-13.0, 10.9, -4.7], [-0.6, -1.5, -0.1], [1.6, -1.4, 0.9], [-0.7, 8.9, 0.6], [-4.1, -1.2, 2.1], [1.1, -2.1, -1.6], [5.8, -8.5, 1.3], [-3.2, 0.3, -2.6], [3.0, 10.8, 6.4], [-1.4, -5.0, -2.6], [-2.6, -3.8, 0.3], [-4.9, -1.0, -5.1], [1.8, 7.7, 3.6], [-2.0, -5.0, -4.7], [1.4, 3.0, 0.8], [1.3, -2.0, 0.6], [10.9, -10.5, -3.9], [-9.1, 6.2, 8.3], [0.2, 1.3, -4.7], [3.4, -1.3, -0.2], [-2.8, 6.4, 1.7], [0.1, -1.0, 0.5], [1.4, -3.0, -0.1], [-0.7, -1.7, -0.5], [-1.5, 0.1, -0.3], [-0.1, 1.5, 0.3], [0.7, 1.5, 0.8], [1.2, -1.9, 0.1], [0.4, 2.3, -0.5], [-1.6, 1.7, -0.6], [3.8, -3.0, 0.3], [0.2, 0.8, -0.9], [-1.9, 1.3, 0.3], [-5.1, -6.7, -4.9], [-1.6, 3.7, 0.2], [1.9, 0.3, -0.3], [4.3, 3.9, 3.4], [1.4, -0.3, -0.8]],
  "nbo_charge": [-0.62, 0.24, 0.20, 0.23, -0.22, -0.16, -0.09, -0.29, 0.16, -0.27, -0.12, 0.17, 0.24, -0.60, 0.65, -0.63, -0.17, -0.52, 0.32, -0.32, -0.16, -0.06, -0.17, -0.23, 0.21, 0.21, -0.46, 0.18, 0.31, -0.56, -0.47, 0.22, 0.22, 0.12, 0.22, 0.25, 0.23, 0.24, 0.17, 0.19, 0.42, 0.27, 0.20, -0.55, 0.18, 0.21, 0.17, 0.22],
  "spin_multiplicity": 1,
  "homo_ev": -8.56,
  "charge": 0,
  "lumo_ha": 0.0140,
  "orbital_gap_ev": 8.94,
  "max_force_ev_per_a": 17.6
}

Which formula does entry 4 have? C20H23NO2S2